A molecular structure, C46H115N11O5 in a non-equilibrium geometry, computed with ωB97M-V/def2-TZVPD.

The value obtained for the maximum force is 13.127 eV/Å. As for the spin multiplicity: 1. The charge is 0. The calculation puts the frontier orbital gap at 6.69 eV. As for the HOMO energy: -0.243 hartree.

Last column: Mulliken charge in e.
Atoms and positions in Å:
O  -1.24  -0.04  3.63  -0.23
C  -1.62  -0.15  4.81  0.24
N  -2.02  -1.40  5.19  -0.14
C  -1.80  1.11  5.68  -1.56
H  -2.13  -2.13  4.50  0.20
H  -2.07  -1.52  6.19  0.25
H  -1.30  1.95  5.20  0.40
H  -1.38  1.17  6.68  0.37
H  -2.77  1.60  5.76  0.43
O  -3.77  -2.78  2.86  -0.67
C  -4.18  -1.71  2.47  -0.21
N  -4.84  -1.62  1.33  -0.30
C  -3.87  -0.50  3.16  -0.66
H  -4.98  -0.78  0.78  0.39
H  -5.09  -2.50  0.92  0.21
H  -3.30  -0.68  4.07  0.04
H  -4.75  0.02  3.54  0.71
H  -3.34  0.11  2.43  -0.18
O  -3.96  0.44  -2.66  -0.62
C  -3.11  1.29  -2.93  0.25
N  -3.40  2.41  -3.58  -0.20
C  -1.63  1.20  -2.60  0.51
H  -4.33  2.73  -3.79  0.30
H  -2.62  3.02  -3.82  0.22
H  -1.07  0.52  -3.24  0.34
H  -1.67  0.67  -1.64  -1.03
H  -1.01  2.09  -2.71  0.09
O  -6.10  2.16  -0.05  -0.76
C  -5.26  1.53  -0.63  -0.41
N  -5.01  2.01  -1.86  -0.36
C  -4.39  0.48  0.09  0.19
H  -4.31  1.64  -2.49  -0.07
H  -5.62  2.77  -2.12  0.24
H  -4.07  0.97  1.02  1.09
H  -3.53  0.15  -0.49  0.13
H  -5.04  -0.39  0.21  0.83
O  -0.02  0.10  -5.20  -0.66
C  0.73  0.95  -4.79  -1.11
N  1.27  1.82  -5.64  -0.31
C  0.78  1.16  -3.32  -1.11
H  1.54  2.75  -5.36  0.23
H  0.98  1.77  -6.61  0.32
H  0.55  0.19  -2.87  0.92
H  0.08  1.92  -2.97  1.35
H  1.73  1.51  -2.93  -0.39
C  3.32  -0.64  1.56  0.12
C  3.27  -0.75  3.04  -2.57
N  2.32  0.01  3.68  0.38
C  0.90  -0.41  3.65  0.35
C  0.85  -2.00  3.93  -1.44
C  2.41  1.43  3.51  -0.03
C  3.76  2.16  3.51  -1.61
H  4.13  -1.21  1.13  1.15
H  3.38  0.38  1.17  -0.17
H  2.45  -1.09  1.07  -0.15
H  3.44  -1.78  3.37  0.40
H  4.20  -0.31  3.41  0.62
H  0.38  0.09  4.47  1.14
H  0.32  -0.09  2.79  -0.51
H  -0.18  -2.29  4.17  0.01
H  1.13  -2.56  3.04  0.39
H  1.50  -2.32  4.75  0.41
H  1.81  1.72  4.37  0.66
H  1.76  1.81  2.72  -0.24
H  4.21  2.02  4.49  0.33
H  3.28  3.13  3.39  0.48
H  4.38  1.94  2.64  0.17
C  -1.76  6.10  -1.51  -1.01
C  -3.27  5.68  -1.25  -0.53
N  -3.55  4.98  0.02  0.27
C  -2.91  3.64  -0.07  -0.77
C  -3.67  2.65  0.89  -2.26
C  -3.12  5.70  1.23  -0.17
C  -3.78  7.08  1.22  -1.56
H  -1.30  6.63  -0.68  0.34
H  -1.79  6.67  -2.44  0.45
H  -1.11  5.25  -1.74  0.00
H  -4.10  6.39  -1.23  0.63
H  -3.51  5.05  -2.10  0.20
H  -1.84  3.69  0.13  1.07
H  -2.99  3.17  -1.04  -0.07
H  -3.37  1.64  0.61  -0.47
H  -4.75  2.77  0.84  0.92
H  -3.33  2.86  1.90  0.93
H  -3.43  5.14  2.11  0.36
H  -2.03  5.80  1.24  0.27
H  -3.31  7.66  2.02  0.44
H  -3.47  7.61  0.32  0.40
H  -4.86  7.18  1.35  0.31
C  1.40  -2.76  0.35  -0.38
C  1.94  -1.79  -0.63  -0.10
N  2.44  -2.15  -2.05  0.59
C  2.85  -0.99  -2.81  0.30
C  2.14  -1.24  -4.16  -1.84
C  3.36  -3.35  -2.05  -0.28
C  3.08  -4.37  -3.14  -1.49
H  0.57  -3.39  0.06  0.26
H  1.26  -2.31  1.34  -1.05
H  2.12  -3.51  0.68  0.64
H  1.20  -1.00  -0.76  -0.24
H  2.82  -1.31  -0.20  0.80
H  2.51  -0.05  -2.37  0.24
H  3.94  -0.95  -2.91  0.43
H  2.44  -0.42  -4.82  0.29
H  2.41  -2.14  -4.71  0.17
H  1.06  -1.35  -4.13  0.36
H  3.29  -3.83  -1.07  0.49
H  4.40  -3.01  -2.08  0.26
H  3.89  -5.09  -2.99  0.48
H  3.10  -3.90  -4.13  0.25
H  2.09  -4.83  -3.07  0.25
C  -1.05  1.71  2.52  -2.36
C  -1.53  1.75  1.05  0.44
N  -0.77  1.03  0.02  1.36
C  -0.63  -0.42  0.33  1.74
C  -1.95  -1.12  0.12  -1.45
C  0.62  1.48  0.06  -0.65
C  1.21  1.53  -1.33  -1.20
H  -0.96  0.66  2.82  -0.15
H  -1.59  2.23  3.30  0.79
H  -0.04  2.11  2.62  -0.01
H  -2.53  1.32  0.95  -1.04
H  -1.54  2.80  0.75  -0.41
H  0.07  -0.83  -0.41  -0.18
H  -0.26  -0.63  1.33  0.63
H  -1.81  -2.17  -0.13  -0.42
H  -2.45  -0.84  1.05  0.23
H  -2.55  -0.79  -0.73  0.69
H  1.25  0.82  0.65  -0.61
H  0.72  2.54  0.28  0.79
H  2.30  1.47  -1.39  -1.46
H  1.04  2.39  -1.98  2.01
H  0.88  0.58  -1.75  0.55
C  0.81  -6.52  1.18  -1.36
C  -0.58  -6.03  1.43  -0.50
N  -1.30  -5.52  0.27  0.60
C  -1.67  -6.41  -0.81  -0.76
C  -2.70  -7.48  -0.42  -1.18
C  -2.58  -4.77  0.58  -2.01
C  -2.05  -3.35  0.85  1.26
H  1.35  -5.76  0.61  0.13
H  0.77  -7.55  0.82  0.39
H  1.38  -6.59  2.11  0.45
H  -1.18  -6.73  2.00  0.61
H  -0.55  -5.22  2.17  0.30
H  -1.89  -5.91  -1.75  0.45
H  -0.82  -7.05  -1.06  0.42
H  -2.74  -8.13  -1.29  0.44
H  -2.47  -8.13  0.42  0.26
H  -3.65  -6.99  -0.22  0.27
H  -3.11  -5.20  1.43  0.44
H  -3.32  -4.64  -0.22  0.65
H  -2.84  -2.62  1.05  -0.66
H  -1.43  -3.00  0.02  0.26
H  -1.32  -3.45  1.65  -0.09
C  6.23  -0.43  -3.69  -1.85
C  5.03  0.20  -3.04  0.19
N  5.26  1.06  -1.90  0.38
C  4.01  1.76  -1.52  0.81
C  3.27  2.67  -2.50  -2.36
C  5.97  0.55  -0.73  0.49
C  7.29  1.28  -0.40  -1.61
H  7.09  0.22  -3.53  0.42
H  6.05  -0.53  -4.76  0.41
H  6.38  -1.38  -3.18  0.31
H  4.53  0.78  -3.81  0.17
H  4.31  -0.50  -2.61  0.19
H  4.22  2.35  -0.63  0.63
H  3.26  1.05  -1.17  0.48
H  2.30  2.88  -2.05  0.77
H  2.93  2.46  -3.51  0.23
H  3.85  3.59  -2.60  0.53
H  5.23  0.37  0.05  -0.43
H  6.28  -0.50  -0.83  0.25
H  7.96  0.83  0.33  0.41
H  7.83  1.73  -1.23  0.32
H  6.97  2.17  0.14  0.35